C16H26Cl3N10RbSSi as an isolated structure, computed with ωB97M-V/def2-TZVPD.

```
58
Properties=species:S:1:pos:R:3:forces:R:3
Rb -0.1807 0.2397 0.1471 -0.14 -0.12 0.07
Cl 1.0057 5.0868 -1.9032 0.09 0.23 -0.05
Cl -1.8444 3.8291 -0.8933 -0.18 0.04 0.01
Cl 0.8725 3.1323 0.7721 0.08 0.14 -0.03
S -3.5706 -0.4941 -0.2819 -0.04 0.07 0.00
Si 0.1735 3.2306 -1.3637 0.20 -0.30 0.08
N -1.3294 -4.8690 -0.0394 0.04 0.00 -0.01
N 4.9611 -0.6870 0.3213 -0.01 -0.05 0.01
N 3.3686 -0.3682 -1.3043 0.03 0.01 0.10
N 0.7935 -0.2288 2.9274 -0.05 0.06 -0.08
N -0.1117 -2.7617 0.0802 0.00 -0.08 -0.06
N 4.3237 -0.4544 2.6034 -0.03 -0.04 0.04
N 6.4720 -0.9956 2.0140 -0.09 -0.03 0.02
N 0.8439 -4.7782 1.0593 -0.03 -0.01 -0.04
N 2.6998 -0.2566 0.8997 -0.09 0.09 -0.01
N 0.6949 -4.5562 -1.3616 -0.04 -0.01 0.04
C 1.4755 -5.0709 -0.2313 -0.01 0.02 0.00
C 5.2138 -0.7130 1.6302 0.13 0.13 -0.03
C -1.4299 -3.4162 0.0979 0.10 -0.06 0.01
C -4.2995 1.1172 -0.6427 0.00 -0.14 0.01
C 0.6945 -3.3288 1.1758 -0.01 0.07 0.00
C 0.1381 0.7735 4.9988 0.02 -0.01 0.01
C -0.4944 -5.3762 1.0554 0.00 0.03 -0.01
C 3.0923 -0.2434 2.1701 -0.03 -0.02 -0.08
C -0.6418 -5.1578 -1.3039 0.01 0.03 0.03
C -4.9196 -1.2340 0.6599 0.14 0.03 -0.08
C 0.5516 -3.1119 -1.1887 -0.02 -0.02 0.04
C 2.4397 0.7176 4.3768 0.06 -0.04 -0.01
C 1.4582 1.0769 5.2845 0.03 0.01 0.01
C 3.6937 -0.4296 0.0167 0.02 -0.07 -0.05
C 2.0609 0.0788 3.2039 -0.06 0.03 0.04
C -0.1384 0.1123 3.8128 0.03 -0.04 0.03
H 1.5817 -6.1516 -0.3381 0.00 -0.01 0.00
H 6.7056 -0.9229 2.9868 0.03 -0.01 -0.01
H -5.2088 0.9873 -1.2274 0.00 0.03 -0.01
H -0.6616 1.0435 5.6743 0.00 -0.01 -0.01
H -2.0315 -3.0206 -0.7226 -0.03 0.01 -0.01
H -1.9226 -3.1791 1.0445 -0.02 0.00 0.00
H 2.4684 -4.6177 -0.2512 0.01 0.01 0.00
H 0.2137 -3.0868 2.1256 0.01 -0.01 0.01
H 1.7208 1.5931 6.1986 0.00 0.00 -0.01
H 3.4851 0.9292 4.5476 -0.02 0.01 0.02
H -5.8163 -1.2808 0.0445 -0.02 -0.02 0.03
H 1.6795 -2.8575 1.1600 -0.01 -0.01 0.01
H 7.1862 -1.0951 1.3168 0.00 0.00 0.00
H -0.3994 -6.4586 0.9550 0.00 -0.01 -0.01
H -1.2420 -4.7711 -2.1296 0.00 0.00 -0.01
H -0.5482 -6.2390 -1.4169 0.00 -0.01 0.00
H -0.9849 -5.1562 2.0057 0.00 0.01 0.01
H 1.5424 -2.6506 -1.2044 0.00 0.01 -0.02
H -4.5156 1.6576 0.2771 0.01 0.01 0.00
H -4.6132 -2.2447 0.9242 -0.05 0.00 0.03
H -3.5716 1.6858 -1.2166 -0.02 0.03 0.00
H -5.1164 -0.6623 1.5652 -0.02 -0.02 0.01
H -1.1601 -0.1539 3.5602 0.00 0.00 0.00
H 4.1531 -0.3096 -1.9326 0.00 0.00 -0.02
H 2.5777 0.2095 -1.5407 -0.02 0.03 -0.03
H -0.0405 -2.7140 -2.0173 0.01 0.01 -0.01
```
Forces are in eV/Å.

Computed properties:
E_LUMO ... -0.1 eV
HOMO-LUMO gap ... 0.2589 Eh
Net charge ... 0

C16H26ClN4O4Pb as an isolated structure at a distorted geometry, computed with ωB97M-V/def2-TZVPD.

```
52
Properties=species:S:1:pos:R:3:forces:R:3
Pb 0.6029 4.3953 -2.3288 -0.40 -2.42 -0.94
Cl 0.5545 0.2527 -1.6476 1.03 -4.14 1.26
O -0.3705 0.3166 -0.5800 -1.30 0.27 1.28
O -0.0496 -0.1847 -2.8290 -1.40 0.41 -2.34
O 1.0506 1.6002 -1.8037 1.52 3.06 -0.68
O 1.5587 -0.7619 -1.3332 -0.11 2.31 0.08
N -0.4909 2.0697 7.1874 -0.32 -0.29 -1.21
N 4.6325 1.2560 0.3775 0.34 0.49 -0.43
N -1.0742 -2.5989 0.1248 -0.71 -0.49 0.17
N -0.5957 3.3855 -4.5363 1.12 1.31 1.60
C -1.4760 1.2827 -5.7590 0.07 0.27 -0.69
C 4.1501 -0.1602 3.9450 -0.62 0.82 -0.41
C -0.3575 -3.7293 -0.0524 1.71 -0.28 0.47
C -0.1541 0.2712 4.1944 0.02 -0.68 -0.42
C 3.2153 -0.7358 2.8584 1.14 -0.68 1.39
C -0.8984 -4.7493 0.7207 1.17 -0.44 -1.74
C -0.9363 2.4665 -5.1245 -0.77 -0.45 -0.06
C -0.6963 1.8307 6.0733 0.66 0.43 1.55
C -0.8788 1.5381 4.6646 0.00 -0.33 -0.39
C -2.7613 2.2974 -7.7674 -0.06 0.22 0.97
C -2.1494 -2.9298 0.8952 -0.84 -0.04 0.27
C 3.7771 0.9000 1.0474 -0.72 -1.17 0.57
C -0.5045 -0.1583 2.7693 -0.12 -0.44 -0.24
C -2.1063 -4.2981 1.1858 -0.53 1.32 1.47
C 2.7330 0.3423 1.9588 0.33 1.55 -1.54
C -2.8136 1.4598 -6.4917 -0.71 -0.53 0.57
H 3.4613 0.4907 4.4835 0.26 -0.23 1.03
H -2.7432 -4.8319 1.8757 -0.21 0.18 -0.19
H -2.8302 -2.1748 1.2598 -0.09 -0.10 -0.26
H -0.8640 -1.6825 -0.2442 -0.04 -0.10 0.07
H -0.4171 -0.5631 4.8446 -0.33 0.05 0.14
H -2.5413 3.3243 -7.4753 -0.04 0.21 -0.09
H -1.9485 1.3972 4.5102 -0.10 -0.07 -0.10
H 3.7189 -1.5833 2.3932 -0.34 0.14 -0.54
H 2.4640 1.2381 2.5186 -0.33 -0.10 0.53
H 4.6889 -0.8973 4.5405 -0.46 0.07 0.14
H -1.4743 -0.6544 2.7296 -0.04 0.00 0.02
H -0.4125 -5.7059 0.8443 -0.31 -0.05 -0.07
H -0.6066 2.4138 4.0753 0.16 0.03 0.01
H -1.5307 0.5453 -4.9582 0.19 -0.26 -0.13
H 0.6037 -3.7096 -0.5445 -0.16 0.05 -0.16
H -3.5933 1.7779 -5.7996 0.15 0.81 0.10
H 0.9333 0.2297 4.2581 0.09 1.02 0.31
H -3.7542 2.3032 -8.2171 0.28 -0.08 -0.32
H -0.5014 0.5729 1.9610 0.02 0.56 0.39
H 2.3395 -1.1033 3.3932 0.01 -0.37 -0.12
H -3.1979 0.4476 -6.6183 0.44 -0.24 -0.72
H 4.8784 0.5708 3.5939 0.25 -0.32 -0.57
H -0.7627 1.0234 -6.5413 0.33 -0.50 0.28
H 0.2426 -0.8807 2.4404 -0.18 -0.31 0.06
H 1.8480 0.0864 1.3761 0.21 -0.17 -0.19
H -1.9619 2.0069 -8.4490 -0.30 -0.31 -0.13
```
Forces are in eV/Å.

Computed properties:
E_LUMO ... -7.9 eV
HOMO-LUMO gap ... 0.0602 Eh
Net charge ... +1

C16H26CrN4O as an isolated structure, computed with ωB97M-V/def2-TZVPD.

```
48
Properties=species:S:1:pos:R:3:forces:R:3
Cr -0.3115 0.5619 -0.2396 0.22 0.11 0.03
O -0.4041 -1.5593 -0.5670 0.02 -0.06 0.27
N -2.3926 0.3559 -0.8360 0.08 0.07 -0.16
N -0.7008 2.5200 -1.2569 0.00 -0.01 0.07
N -0.1201 -2.5749 0.2344 -0.10 0.08 -0.24
N 1.0896 0.4821 -1.9653 -0.17 0.06 -0.15
C 1.6614 0.8940 1.4474 -0.10 0.16 -0.22
C 1.4397 -4.1377 1.0666 0.03 0.06 -0.07
C 1.6392 -0.3617 1.9892 -0.06 -0.06 0.32
C 0.4394 1.6444 1.3381 -0.05 -0.01 -0.20
C 0.6358 1.3982 -3.0257 -0.06 -0.07 0.07
C 0.4898 -0.8554 2.6921 0.05 -0.02 -0.20
C -2.7015 1.2497 -1.9646 0.11 -0.07 0.01
C -0.6680 -0.1436 2.6347 -0.08 0.11 0.12
C 0.4612 -4.6935 1.8736 0.01 -0.10 0.06
C -0.7747 1.0529 1.8591 -0.02 -0.29 -0.01
C 0.2573 2.7154 -2.3683 0.00 -0.01 0.06
C -1.0861 -3.1035 0.9977 -0.07 -0.03 0.08
C -2.1296 2.6153 -1.6302 0.05 0.01 0.09
C 1.1211 -3.0750 0.2478 0.14 -0.05 0.08
C 2.9411 1.5398 0.9951 0.03 -0.02 -0.08
C -0.8208 -4.1719 1.8263 -0.05 0.06 -0.03
H 1.1609 3.1572 -1.9407 0.00 0.00 0.02
H 2.5670 -0.9243 2.0386 -0.02 0.01 -0.02
H -0.2262 0.9447 -3.5112 -0.02 -0.01 -0.02
H -3.7705 1.3253 -2.1749 -0.03 0.04 0.05
H -2.0483 -2.6267 0.8982 -0.01 0.00 0.04
H 3.7901 0.8631 1.0873 -0.01 0.00 0.00
H 2.0233 0.7428 -1.6634 0.02 -0.05 0.06
H -1.6222 -4.5771 2.4270 0.02 0.00 0.00
H -2.9807 0.5872 -0.0431 0.01 -0.04 0.04
H -1.5354 -0.4751 3.1974 0.03 0.00 0.02
H 3.1495 2.4268 1.5975 0.00 -0.03 0.03
H 1.8144 -2.5784 -0.4124 0.02 0.00 0.02
H 0.6926 -5.5247 2.5256 -0.01 0.01 -0.02
H 1.3854 1.5680 -3.8017 0.05 0.05 0.02
H 0.5665 -1.7654 3.2722 -0.01 0.00 0.00
H -0.1260 3.4244 -3.1073 -0.02 -0.02 -0.03
H -0.5162 3.2417 -0.5729 -0.03 0.05 -0.01
H -1.6370 1.6861 2.0294 -0.03 0.03 0.02
H -2.5553 -0.6191 -1.0656 -0.01 0.02 -0.07
H 1.1329 -0.4836 -2.2711 -0.04 0.02 -0.10
H 2.8892 1.8857 -0.0424 -0.01 0.01 0.01
H -2.2303 0.8394 -2.8563 0.01 -0.02 -0.02
H 2.4507 -4.5193 1.0554 -0.02 0.00 0.02
H -2.6642 3.0048 -0.7608 0.02 0.01 0.01
H 0.5114 2.7191 1.1941 0.07 0.05 0.10
H -2.2871 3.3244 -2.4474 0.01 -0.04 -0.05
```
Forces are in eV/Å.

Computed properties:
⟨S²⟩ ... 0.99
E_LUMO (alpha / beta) ... -2.7 / -2.7 eV
HOMO-LUMO gap (alpha / beta) ... 0.2460 / 0.2096 Eh
Multiplicity ... 2
Net charge ... +1

Computed energy above the lowest of the compared OMol25 structures with the same formula, charge and spin (kcal/mol) in order:
0.00 5.33 0.00